No. 1
Here is 3 unconnected molecules or ions with the total composition C13H32NO7S2 from OMol25. Energies are from wB97M-V/def2-TZVPD.

Geometry (Å):
1 S 2.011761 1.635094 4.180002
2 S -2.060539 -3.010491 -3.546269
3 O -2.355793 -3.970854 -4.760974
4 O 1.177585 3.806695 -0.854682
5 O -1.642855 -1.723793 -4.021231
6 O -3.139280 -3.086023 -2.608088
7 O 2.629742 0.984626 3.052052
8 O 2.819456 1.327116 5.491099
9 O 0.614207 1.426931 4.400918
10 N 1.087826 1.058738 -0.206570
11 C 3.231935 -1.112442 5.473724
12 C 2.367327 3.357505 4.119067
13 C -3.733530 -2.643199 -6.326488
14 C -1.111967 0.881049 -1.290194
15 C -1.935474 -0.285645 0.859817
16 C -1.570549 -0.417241 -0.619197
17 C 2.582691 0.061177 6.172899
18 C 1.790546 3.343159 0.322792
19 C -0.658864 -3.867263 -2.914415
20 C -0.229730 1.775797 -0.443431
21 C -3.643923 -3.855665 -5.425813
22 C -0.063878 3.163967 -1.092256
23 C 2.278251 1.944673 0.047467
24 H -1.968241 1.447449 -1.650173
25 H 0.084660 -3.948594 -3.702496
26 H -0.651847 1.910178 0.547083
27 H -2.467191 -1.163646 1.207941
28 H -3.723421 -4.773688 -6.002182
29 H 1.289305 0.415449 -0.969147
30 H 2.635771 3.982806 0.559741
31 H 1.096123 3.383473 1.168358
32 H -2.905111 -2.628457 -7.033905
33 H 2.850979 2.006323 -0.873845
34 H -4.430483 -3.863369 -4.671079
35 H 0.956177 0.475111 0.621362
36 H -4.669666 -2.676637 -6.882884
37 H -0.274216 -3.273888 -2.088220
38 H -0.825606 -1.206871 -0.737574
39 H -0.538076 0.628898 -2.187711
40 H 2.773510 -1.309404 4.505595
41 H -0.871221 3.779379 -0.687042
42 H -2.446271 -0.775896 -1.155679
43 H 2.894055 1.536273 0.840605
44 H 1.508184 -0.075609 6.293979
45 H -3.707255 -1.715598 -5.756858
46 H 3.014354 0.213037 7.158337
47 H -0.205586 3.118226 -2.168957
48 H -2.550063 0.597879 1.025974
49 H -1.048332 -0.174015 1.488928
50 H 1.912514 3.835061 4.981846
51 H 3.445758 3.491882 4.117789
52 H 4.293315 -0.925918 5.314077
53 H -0.973145 -4.846653 -2.565953
54 H 1.934437 3.746313 3.201308
55 H 3.121644 -2.003406 6.090560

Atoms 1-2, force components in eV/Å:
S 0.3 0.4 0.4
S 0.1 -0.3 -0.1

Charge: +1
HOMO level in eV: -13.041

Atomic partial charges in e from the Mulliken method, atoms 1 to 4: 1.30, 1.29, -0.28, -0.45



No. 2
Here is a molecular structure, C13H33AgN5O6 from OMol25. Energies are from wB97M-V/def2-TZVPD.

Geometry (Å):
1 Ag -22.505610 12.745990 -10.483560
2 O -22.020740 15.112110 -10.410930
3 O -20.616490 12.569250 -9.294960
4 O -20.902890 13.313970 -12.233310
5 O -21.659160 10.645570 -11.142160
6 O -23.500920 13.677330 -8.617330
7 O -23.663770 11.075710 -9.522570
8 N -25.581040 13.523460 -7.912450
9 N -21.443010 8.962620 -9.759650
10 N -19.752490 12.296550 -7.238040
11 N -21.351320 17.047270 -11.137810
12 N -25.708720 10.384900 -9.844920
13 C -20.424360 8.754710 -11.838450
14 C -21.645070 16.212310 -10.175710
15 C -19.810310 12.703790 -12.823320
16 C -18.751650 13.921730 -8.708920
17 C -23.866690 13.708480 -6.228560
18 C -20.321790 11.961100 -14.133040
19 C -24.550240 10.244880 -9.275230
20 C -19.739430 12.796150 -8.449190
21 C -24.301860 13.644010 -7.698390
22 C -21.303570 9.518230 -10.899550
23 C -24.424000 9.217450 -8.233940
24 C -21.645510 16.698150 -8.693500
25 C -18.873610 13.819410 -13.081680
26 H -23.059940 12.989600 -6.085540
27 H -26.000710 13.448590 -8.828070
28 H -19.872570 9.453720 -12.466950
29 H -19.514010 11.454300 -14.661020
30 H -19.642870 8.226310 -11.292400
31 H -17.994620 13.303120 -13.467590
32 H -21.220550 15.939400 -8.036370
33 H -19.217130 14.820730 -9.112940
34 H -20.653160 12.733880 -14.826660
35 H -18.222090 14.250180 -7.814610
36 H -19.452570 12.039020 -12.037060
37 H -24.014130 8.281680 -8.614000
38 H -20.993850 8.090120 -9.520710
39 H -21.018050 14.112430 -12.753700
40 H -24.700040 13.594520 -5.535270
41 H -26.366090 9.620010 -9.790930
42 H -19.152590 14.506760 -13.880320
43 H -21.013140 17.585340 -8.660220
44 H -26.296690 13.439280 -7.204730
45 H -20.832850 17.901030 -10.988230
46 H -21.177710 11.371060 -13.805380
47 H -23.354010 14.666410 -6.141220
48 H -21.407050 16.752900 -12.102350
49 H -21.056180 8.086070 -12.423110
50 H -18.029300 13.631850 -9.471990
51 H -23.724810 9.440850 -7.428120
52 H -18.912960 12.409700 -6.688060
53 H -21.907150 9.477050 -9.024780
54 H -20.465890 11.609610 -7.039850
55 H -22.652340 16.857290 -8.307410
56 H -18.481550 14.382360 -12.234640
57 H -25.406310 8.943660 -7.848970
58 H -25.796000 11.102430 -10.550350

Atoms 1-2, force components in eV/Å:
Ag 0.0 -1.2 -0.4
O -1.5 -4.1 -0.6

Spin multiplicity: 3
Charge: +3
HOMO level (alpha / beta) in eV: -18.490 / -18.299
<S²>: 2.01

Atomic partial charges in e from the Mulliken method, atoms 1 to 4: 0.69, 0.03, -0.10, -0.24



No. 3
Here is 2 unconnected molecules or ions with the total composition C13H33BNO4 from OMol25. Energies are from wB97M-V/def2-TZVPD.

Geometry (Å):
1 O -0.998755 5.861642 -0.861407
2 O 3.054459 0.434640 1.215227
3 O -1.445534 1.319174 -0.391096
4 O 2.612517 -5.332310 1.001303
5 N -2.526050 3.416420 -2.226226
6 C -1.683917 1.145397 -1.775320
7 C 0.774929 -0.357685 1.514026
8 C -0.634003 4.834596 0.048295
9 C -1.489543 2.439878 -2.539199
10 C 3.821489 -4.771283 1.469111
11 C -2.589386 1.250538 0.433116
12 C 0.490415 -4.785192 -0.048493
13 C 1.996325 -4.628530 -0.085519
14 C -0.299610 -3.633782 0.605632
15 C -0.206872 -1.385439 2.107838
16 C -1.000359 5.491390 -2.225025
17 C 2.234893 -0.639545 1.753896
18 C -2.262136 4.772519 -2.697231
19 B 0.220022 -2.989171 2.050652
20 H 3.456483 0.110717 0.394268
21 H -0.433525 -2.850926 -0.149464
22 H -1.518264 2.226615 -3.613074
23 H 1.400209 -3.181277 2.266750
24 H 0.163232 -4.865258 -1.090864
25 H -1.300521 -4.028568 0.782082
26 H -0.230649 5.315029 0.939175
27 H 2.277446 -3.577385 -0.076951
28 H 4.377606 -4.305229 0.653336
29 H 0.586301 0.622777 1.960073
30 H 4.436702 -5.583050 1.855970
31 H -2.678588 0.724693 -1.953457
32 H 0.131450 4.174902 -0.365599
33 H 0.275339 -5.744260 0.414191
34 H -3.201464 2.160543 0.374311
35 H -0.946487 0.423587 -2.138431
36 H -3.117019 5.387215 -2.403356
37 H 3.634798 -4.053533 2.262059
38 H -1.498839 4.241559 0.354461
39 H 0.626320 -0.221866 0.445173
40 H -0.483283 2.804567 -2.298219
41 H -2.239761 1.134057 1.457415
42 H -3.208909 0.385852 0.179889
43 H 2.452573 -0.735901 2.812984
44 H 2.410108 -5.068964 -1.000865
45 H -0.397964 -3.559737 2.959877
46 H 2.530913 -1.563070 1.269656
47 H -1.122760 -1.297338 1.514314
48 H -0.502871 -1.079089 3.109926
49 H -0.944865 6.432138 -2.780280
50 H -2.249296 4.753805 -3.793015
51 H -0.087591 4.933507 -2.466670
52 H -2.665710 3.440632 -1.225245

Atoms 1-2, force components in eV/Å:
O 0.0 -0.1 0.1
O 0.3 -0.1 -0.2

Charge: -1
HOMO level in eV: -4.543

Atomic partial charges in e from the Mulliken method, atoms 1 to 4: -0.45, -0.58, -0.12, -0.35



No. 4
Here is 3 unconnected molecules or ions with the total composition C13H33FN from OMol25. Energies are from wB97M-V/def2-TZVPD.

Geometry (Å):
1 F 3.085878 -3.292177 -3.887827
2 N 3.502020 -4.029496 -2.816309
3 C 0.041627 3.211913 3.789188
4 C -1.043663 3.594070 4.794382
5 C 0.202596 -0.756562 -3.421348
6 C 3.012697 -5.435461 -2.866765
7 C 0.722543 -0.305167 -2.054661
8 C -0.478870 2.762404 2.423046
9 C -1.911353 4.763341 4.338567
10 C -0.212733 -3.180416 -2.756662
11 C -1.192744 1.293254 -1.525937
12 C -0.829521 0.306199 3.029751
13 C -0.791177 -1.916596 -3.381476
14 C -0.359239 0.104575 -1.057065
15 C -1.446003 1.580673 2.460892
16 H -1.301191 5.647686 4.145026
17 H 0.379670 2.497734 1.795230
18 H -1.109346 -2.136722 -4.402625
19 H 4.525238 -3.958830 -2.777899
20 H 1.059710 -1.044571 -4.042134
21 H 1.328805 -1.104241 -1.607495
22 H 3.111622 -3.556239 -1.992261
23 H -1.546595 -0.515699 3.000052
24 H -1.785655 1.381100 1.441687
25 H -1.677903 2.729783 5.009884
26 H 0.048363 0.007658 2.450816
27 H -0.520654 0.433310 4.067731
28 H -2.340329 1.841063 3.031963
29 H -0.559690 2.162769 -1.711736
30 H -0.966938 3.603193 1.922787
31 H -0.935183 -3.996468 -2.781387
32 H -1.015759 -0.743050 -0.840084
33 H -2.643330 5.023601 5.103461
34 H -1.692395 -1.627968 -2.837731
35 H -0.560805 3.856433 5.738673
36 H 0.679234 -3.505139 -3.305162
37 H -0.261425 0.088154 -3.933486
38 H 0.064215 -3.020231 -1.711084
39 H -1.924576 1.569372 -0.768221
40 H 0.123852 0.362499 -0.110990
41 H 0.703971 4.070032 3.640269
42 H -1.740984 1.071243 -2.442604
43 H 2.475837 -5.629328 -1.945296
44 H 3.845034 -6.121750 -2.952977
45 H 1.403616 0.537444 -2.205521
46 H -2.461649 4.528158 3.426223
47 H 0.664860 2.423839 4.221377
48 H 2.328326 -5.575388 -3.694263

Atoms 1-2, force components in eV/Å:
F 0.2 -0.1 -0.1
N -0.2 0.0 0.4

Charge: +1
HOMO level in eV: -12.423

Atomic partial charges in e from the Mulliken method, atoms 1 to 4: -0.06, 0.05, -0.83, -0.37